Entry 1:
Here is 10 unconnected molecules or ions with the total composition C22H67N3O10 in a non-equilibrium geometry from the Open Molecules 2025 dataset. Energies are from ωB97M-V/def2-TZVPD.

- Kohn-Sham gap: 9.64 eV
- E_tot: -1794.953111 a.u.
- SMILES: COC[C@H](C)N.COC[C@H](C)N.COC[C@H](C)N.CCO.CCO.CCO.CCO.CCO.O.O
- E_HOMO: -9.3 eV
- Energy above the lowest of the compared OMol25 structures with the same formula, charge and spin: 0.0 kcal per mole

Last column: Mulliken charge in e.
Geometry (Å):
C 2.941 17.260 2.186  -0.46
O 4.274 16.824 2.189  -0.11
C 4.651 16.292 0.940  -1.06
C 6.173 16.196 0.864  0.90
C 6.592 15.904 -0.570  -1.69
N 6.771 15.243 1.778  -0.42
H 2.827 18.125 1.517  0.34
H 2.676 17.588 3.190  -0.19
H 2.259 16.466 1.862  0.36
H 4.215 15.287 0.800  0.31
H 4.279 16.925 0.121  0.44
H 6.540 17.206 1.084  0.07
H 6.078 16.535 -1.289  0.41
H 6.416 14.845 -0.788  0.37
H 7.669 16.048 -0.666  0.34
H 6.381 15.416 2.702  0.11
H 6.460 14.299 1.559  0.33
C 9.757 16.765 6.609  -0.86
O 8.431 16.557 6.219  0.07
C 7.552 17.554 6.655  -0.16
C 6.126 17.072 6.518  0.39
C 5.842 16.547 5.116  -1.39
N 5.255 18.174 6.892  -0.29
H 9.748 16.953 7.693  0.43
H 10.272 17.553 6.056  0.26
H 10.342 15.846 6.539  0.12
H 7.735 17.819 7.706  0.52
H 7.651 18.466 6.045  -0.72
H 5.951 16.242 7.212  0.07
H 6.571 15.780 4.840  0.30
H 5.904 17.325 4.348  0.35
H 4.843 16.115 5.029  0.33
H 5.262 18.869 6.143  0.15
H 4.260 17.958 6.889  0.18
C 6.803 21.885 10.991  -0.67
O 5.947 20.802 11.209  -0.32
C 5.002 20.675 10.164  -0.50
C 4.055 19.521 10.420  0.29
C 4.832 18.277 10.889  -1.35
N 3.319 19.179 9.197  -0.20
H 7.457 22.006 11.854  0.25
H 6.253 22.820 10.832  0.31
H 7.463 21.710 10.125  0.24
H 4.458 21.623 10.014  0.38
H 5.562 20.501 9.228  0.22
H 3.383 19.744 11.252  0.32
H 5.781 18.168 10.362  0.18
H 4.205 17.399 10.711  0.38
H 5.036 18.297 11.958  0.39
H 2.922 20.036 8.817  0.21
H 4.030 18.895 8.522  0.04
C 9.027 22.848 6.503  -1.13
C 8.648 21.642 5.683  0.16
O 9.783 21.183 4.899  -0.50
H 9.840 22.584 7.182  0.20
H 8.184 23.222 7.088  0.36
H 9.400 23.668 5.887  0.34
H 7.832 21.839 4.982  0.41
H 8.379 20.786 6.300  -0.09
H 9.757 21.552 4.012  0.26
C 12.021 19.417 7.866  -0.76
C 12.368 20.102 9.173  -0.36
O 11.362 19.734 10.128  -0.51
H 10.981 19.576 7.602  0.06
H 12.218 18.355 8.025  0.27
H 12.705 19.777 7.098  0.40
H 12.331 21.195 9.067  0.29
H 13.374 19.842 9.514  0.32
H 11.557 20.182 10.955  0.28
C 0.254 19.234 6.673  -1.01
C 1.295 19.192 5.560  -0.24
O 2.598 19.620 5.998  -0.40
H -0.581 18.586 6.417  0.34
H -0.102 20.255 6.839  0.34
H 0.689 18.908 7.616  0.18
H 0.962 19.852 4.753  0.36
H 1.394 18.175 5.188  0.20
H 2.520 20.574 6.094  0.23
C 8.593 18.702 3.069  0.55
C 10.046 18.312 2.879  -0.17
O 10.326 17.891 1.551  -0.58
H 8.367 19.008 4.092  -0.37
H 7.891 17.912 2.799  -0.48
H 8.405 19.598 2.467  0.45
H 10.310 17.523 3.593  0.17
H 10.669 19.179 3.100  0.13
H 10.180 16.941 1.510  0.34
C 8.987 12.128 5.621  -0.94
C 10.106 13.071 5.260  -0.14
O 9.662 14.065 4.304  -0.45
H 8.656 11.537 4.767  0.27
H 8.127 12.731 5.930  0.21
H 9.255 11.444 6.427  0.36
H 10.991 12.523 4.933  0.35
H 10.430 13.623 6.151  0.15
H 9.255 14.648 4.955  0.16
O 1.406 16.973 9.071  -0.68
H 1.934 16.173 9.172  0.32
H 2.058 17.687 8.953  0.35
O 3.214 14.688 8.285  -0.68
H 3.302 14.179 7.474  0.31
H 3.644 15.526 8.090  0.40



Entry 2:
Here is 10 unconnected molecules or ions with the total composition C22H68N16O10 in a non-equilibrium geometry from the Open Molecules 2025 dataset. Energies are from ωB97M-V/def2-TZVPD.

- Kohn-Sham gap: 9.20 eV
- E_tot: -2507.711347 a.u.
- SMILES: COC[C@H](C)N.COC[C@H](C)N.COC[C@H](C)N.COC[C@H](C)N.NC(N)=O.NC(N)=O.NC(N)=O.NC(N)=O.NC(N)=O.NC(N)=O
- E_HOMO: -8.9 eV
- Energy above the lowest of the compared OMol25 structures with the same formula, charge and spin: 1.6 kcal per mole

Last column: Mulliken charge in e.
Geometry (Å):
C -18.751 5.924 4.245  -0.44
O -20.160 5.850 4.417  -0.43
C -20.969 6.070 3.321  1.27
C -22.385 6.012 3.867  0.33
C -22.859 4.549 4.092  -1.63
N -23.431 6.610 3.026  -0.69
H -18.321 5.147 3.574  0.30
H -18.258 5.772 5.199  0.35
H -18.440 6.878 3.777  -0.10
H -20.689 7.094 2.886  -0.89
H -20.781 5.334 2.482  0.42
H -22.367 6.355 4.932  0.08
H -23.241 4.110 3.113  0.28
H -23.734 4.515 4.678  0.43
H -22.095 3.942 4.513  0.38
H -23.166 7.561 2.914  0.42
H -23.404 6.215 2.099  0.20
C -21.554 7.442 -5.298  -0.91
O -20.869 7.432 -4.114  -0.33
C -20.236 6.112 -3.962  -1.44
C -19.327 6.165 -2.734  2.28
C -18.194 7.105 -2.946  -1.14
N -18.926 4.785 -2.313  -0.75
H -22.025 6.460 -5.421  0.34
H -20.859 7.761 -6.133  0.28
H -22.307 8.247 -5.273  0.26
H -20.991 5.378 -3.726  0.46
H -19.705 5.894 -4.914  0.40
H -19.986 6.535 -1.913  -0.95
H -18.612 8.008 -3.356  0.39
H -17.469 6.776 -3.746  0.44
H -17.644 7.226 -2.026  -0.15
H -18.118 4.464 -2.805  0.31
H -18.602 4.874 -1.332  0.30
C -12.743 8.198 -3.288  -0.73
O -12.964 7.936 -1.944  -0.34
C -14.329 8.180 -1.571  -0.38
C -14.356 7.722 -0.075  0.52
C -13.922 6.291 0.085  -1.65
N -15.709 7.892 0.462  0.02
H -11.667 8.080 -3.382  0.29
H -12.982 9.268 -3.564  0.25
H -13.279 7.462 -3.927  0.28
H -14.521 9.300 -1.560  0.33
H -15.078 7.634 -2.109  0.21
H -13.610 8.420 0.471  0.06
H -12.896 6.238 -0.295  0.45
H -14.460 5.698 -0.574  0.37
H -13.855 5.865 1.052  0.42
H -16.060 8.873 0.389  -0.42
H -15.742 7.667 1.385  0.33
C -17.758 10.975 5.367  -0.29
O -19.114 11.338 5.544  -0.55
C -19.935 10.119 5.453  -0.10
C -21.441 10.393 5.376  0.61
C -22.274 9.121 5.358  -1.39
N -21.698 11.050 4.106  -0.63
H -17.688 10.609 4.364  -0.12
H -17.364 10.266 6.073  0.41
H -17.218 11.911 5.521  0.26
H -19.558 9.541 4.626  -0.29
H -19.716 9.486 6.354  0.57
H -21.679 10.895 6.346  0.23
H -22.086 8.415 6.222  0.42
H -22.109 8.533 4.487  -0.10
H -23.315 9.334 5.461  0.45
H -21.387 12.019 4.126  0.20
H -22.678 11.173 3.812  0.25
N -22.935 6.801 -0.603  -0.20
C -22.198 5.693 -0.372  0.71
N -22.704 4.479 -0.752  -0.50
O -21.086 5.746 0.172  -0.75
H -22.463 7.612 -0.272  0.08
H -23.844 6.776 -1.048  0.20
H -23.480 4.453 -1.359  0.16
H -22.034 3.784 -0.597  0.27
N -15.412 10.672 2.330  0.06
C -15.126 11.867 1.754  0.64
N -13.845 12.290 1.859  -0.45
O -15.950 12.593 1.280  -0.81
H -14.608 10.088 2.554  0.30
H -16.246 10.143 2.064  -0.25
H -13.439 13.145 1.476  0.24
H -13.110 11.722 2.172  0.14
N -17.793 10.463 -0.636  1.40
C -17.399 11.072 -1.831  0.20
N -16.419 12.043 -1.643  -0.38
O -17.863 10.748 -2.939  -0.74
H -18.496 9.826 -0.756  -0.39
H -17.568 10.802 0.320  -0.45
H -16.440 12.742 -2.452  0.29
H -16.237 12.428 -0.716  0.22
N -18.880 12.285 2.757  -0.05
C -19.559 13.124 1.856  0.51
N -18.713 13.712 0.941  -0.23
O -20.792 13.278 1.922  -0.72
H -19.365 12.084 3.627  0.04
H -17.872 12.324 2.618  -0.02
H -19.144 14.373 0.298  0.23
H -17.696 13.620 1.126  0.25
N -21.333 11.502 -0.653  -0.22
C -21.462 10.233 -1.032  0.48
N -20.654 9.741 -2.049  -0.11
O -22.310 9.519 -0.469  -0.83
H -20.784 12.206 -1.180  0.17
H -21.754 11.775 0.181  0.19
H -20.888 8.922 -2.586  0.17
H -19.833 10.198 -2.475  0.14
N -18.873 7.896 0.704  1.31
C -18.989 8.867 1.689  -1.04
N -20.240 9.203 1.990  0.90
O -18.002 9.293 2.267  -0.64
H -17.996 7.541 0.405  0.18
H -19.740 7.404 0.367  -0.46
H -21.001 9.073 1.373  -0.03
H -20.411 9.924 2.676  -0.23



Entry 3:
Here is a molecular structure, C22H71BrGaINO12 in a non-equilibrium geometry from the Open Molecules 2025 dataset. Energies are from ωB97M-V/def2-TZVPD.

- Kohn-Sham gap: 7.40 eV
- E_tot: -6634.615063 a.u.
- Total charge: -1
- E_HOMO: -5.3 eV

Last column: Mulliken charge in e.
Geometry (Å):
C 3.953 -0.020 3.607  -0.64
C 4.051 1.382 2.719  -0.49
C 2.628 2.236 2.720  -0.09
Br 3.157 4.199 2.612  -0.29
Ga 1.393 1.713 1.098  -0.35
N 1.215 3.369 0.031  -0.41
C 2.285 0.325 -0.141  -0.44
C 1.391 -1.011 -0.464  1.06
C 1.572 -2.211 0.686  -0.59
C 2.053 -1.670 -1.852  -1.32
C -0.507 1.231 1.750  -0.17
I -0.555 -0.500 3.152  -0.16
C -1.017 2.526 2.675  -0.25
C -2.553 2.369 3.225  -0.74
H 3.291 0.101 4.570  0.20
H 5.066 -0.265 3.940  0.33
H 3.607 -0.920 2.938  0.03
H 4.471 1.202 1.639  0.22
H 4.836 2.067 3.298  0.41
H 2.041 2.143 3.751  0.27
H 2.191 3.621 -0.305  0.25
H 0.897 4.110 0.715  0.14
H 2.516 0.840 -1.191  0.21
H 3.319 -0.045 0.272  0.20
H 0.266 -0.803 -0.732  -0.28
H 2.086 -1.830 1.666  -0.13
H 0.502 -2.620 1.014  0.13
H 2.129 -3.158 0.230  0.22
H 3.216 -1.823 -1.624  0.30
H 1.635 -2.735 -2.096  0.24
H 1.967 -0.901 -2.743  0.33
H -1.313 1.124 0.880  0.05
H -0.270 2.596 3.600  0.16
H -0.900 3.518 2.066  0.15
H -2.826 3.404 3.751  0.28
H -2.710 1.546 4.043  0.14
H -3.263 2.284 2.297  0.15
C -2.300 -1.872 -2.031  -0.69
O -1.379 -2.660 -1.299  -0.31
H -1.750 -1.257 -2.748  0.19
H -2.992 -2.524 -2.569  0.30
H -2.851 -1.223 -1.346  0.36
H -1.896 -3.194 -0.672  0.19
C -3.325 2.483 -1.018  -0.39
O -2.316 2.348 -2.002  -0.54
H -4.270 2.120 -1.427  0.32
H -3.059 1.890 -0.139  0.01
H -3.429 3.535 -0.743  0.28
H -1.489 2.678 -1.610  0.31
C -3.694 -2.781 -5.588  -0.59
O -3.152 -3.490 -4.490  -0.42
H -4.686 -2.412 -5.318  0.19
H -3.047 -1.935 -5.832  0.32
H -3.778 -3.450 -6.449  0.29
H -2.272 -3.805 -4.759  0.23
C 1.282 -6.096 0.779  -0.32
O -0.029 -6.096 0.243  -0.54
H 1.332 -6.822 1.594  0.15
H 1.995 -6.375 0.000  0.32
H 1.518 -5.101 1.165  0.06
H -0.043 -5.443 -0.477  0.31
C 3.600 -7.423 4.121  -0.57
O 2.974 -6.316 3.497  -0.41
H 3.340 -8.332 3.573  0.20
H 4.684 -7.286 4.104  0.25
H 3.248 -7.508 5.152  0.28
H 3.222 -5.524 4.004  0.27
C 2.026 7.010 -1.212  -0.51
O 2.947 6.222 -0.480  -0.47
H 2.576 7.625 -1.928  0.24
H 1.334 6.358 -1.750  0.28
H 1.474 7.659 -0.526  0.20
H 2.430 5.688 0.148  0.11
C -1.482 -6.565 -5.130  -0.43
O -0.447 -5.601 -5.172  -0.51
H -2.363 -6.121 -4.662  0.18
H -1.731 -6.878 -6.147  0.29
H -1.155 -7.427 -4.542  0.21
H 0.322 -6.024 -5.592  0.27
C -1.566 -9.239 -1.448  -0.57
O -2.191 -8.133 -2.071  -0.47
H -1.825 -10.149 -1.995  0.25
H -0.482 -9.103 -1.464  0.24
H -1.917 -9.324 -0.417  0.26
H -1.943 -7.341 -1.564  0.30
C -3.046 1.313 7.320  -0.53
O -3.671 2.419 6.697  -0.49
H -3.305 0.403 6.773  0.20
H -1.962 1.449 7.304  0.24
H -3.398 1.228 8.351  0.29
H -3.424 3.211 7.204  0.29
C -0.264 10.026 1.321  -0.55
O 0.745 9.892 0.337  -0.48
H -1.210 9.663 0.912  0.21
H 0.002 9.434 2.200  0.26
H -0.368 11.079 1.595  0.26
H 1.572 10.221 0.728  0.28
C -5.952 -0.287 -7.008  -0.57
O -6.568 -1.402 -6.390  -0.51
H -5.462 -0.616 -7.927  0.21
H -6.710 0.462 -7.250  0.30
H -5.206 0.139 -6.333  0.26
H -6.994 -1.079 -5.577  0.30
C 5.562 8.632 0.565  -0.47
O 5.035 7.732 1.522  -0.48
H 6.444 9.120 0.985  0.24
H 5.846 8.082 -0.336  0.24
H 4.811 9.387 0.322  0.16
H 4.253 7.314 1.122  0.30



Entry 4:
Here is 14 unconnected molecules or ions with the total composition C22H72O14 in a non-equilibrium geometry from the Open Molecules 2025 dataset. Energies are from ωB97M-V/def2-TZVPD.

- Kohn-Sham gap (alpha / beta): 1.83 / 9.59 eV
- Spin multiplicity: 2
- E_tot: -1934.546393 a.u.
- Total charge: -1
- E_HOMO (alpha / beta): 0.4 / -7.5 eV
- Energy above the lowest of the compared OMol25 structures with the same formula, charge and spin: 46.2 kcal per mole

Last column: Löwdin spin population.
Geometry (Å):
C 4.271 1.435 1.841  0.00
O 2.941 1.401 1.362  0.00
H 4.997 1.729 1.083  0.00
H 4.365 2.078 2.717  0.00
H 4.516 0.433 2.194  0.00
H 2.809 0.650 0.779  0.00
C -0.168 0.059 0.039  0.00
O -1.552 0.413 -0.052  0.00
H 0.293 0.162 1.021  0.00
H -0.139 -0.995 -0.238  0.01
H 0.333 0.755 -0.634  0.00
H -1.861 0.710 0.806  0.00
C 4.079 -0.111 -1.449  0.00
O 3.085 -0.607 -0.591  0.00
H 4.627 0.724 -1.013  0.00
H 4.798 -0.883 -1.723  0.00
H 3.637 0.285 -2.363  0.00
H 2.654 -1.349 -1.023  0.00
C -3.879 1.516 1.801  0.00
O -2.586 1.451 2.423  0.00
H -4.572 0.801 2.244  0.00
H -4.204 2.529 2.037  0.00
H -3.878 1.385 0.719  0.00
H -2.649 1.803 3.314  0.00
C -1.839 -2.752 -2.309  0.10
O -0.925 -3.680 -1.769  0.27
H -1.262 -1.956 -2.781  0.01
H -2.320 -3.119 -3.216  0.05
H -2.590 -2.441 -1.584  0.01
H -1.354 -4.539 -1.766  0.13
C -1.231 -4.044 1.604  0.06
O -0.764 -3.810 2.942  0.02
H -1.185 -3.082 1.094  0.01
H -0.595 -4.780 1.113  0.03
H -2.301 -4.255 1.584  0.02
H -1.434 -4.152 3.539  0.00
C -0.009 0.769 -3.713  0.00
C 0.688 1.731 -4.668  0.00
O -0.273 2.583 -5.294  0.00
H -0.460 1.401 -2.948  0.00
H 0.724 0.144 -3.203  0.00
H -0.833 0.240 -4.193  0.00
H 1.272 1.133 -5.367  0.00
H 1.390 2.400 -4.169  0.00
H -0.817 2.094 -5.915  0.00
C 1.007 3.956 -1.264  0.00
C 2.496 3.955 -0.878  0.00
O 3.124 4.928 -1.638  0.00
H 0.399 3.136 -0.882  0.00
H 0.859 3.972 -2.344  0.00
H 0.530 4.873 -0.916  0.00
H 2.784 2.939 -1.150  0.00
H 2.643 4.166 0.181  0.00
H 3.033 5.798 -1.243  0.00
C -0.190 4.294 3.428  0.00
C 0.417 3.448 2.299  0.00
O 1.810 3.608 2.483  0.00
H 0.028 5.362 3.422  0.00
H 0.200 3.903 4.367  0.00
H -1.277 4.211 3.441  0.00
H 0.076 3.876 1.356  0.00
H 0.043 2.424 2.271  0.00
H 2.324 2.965 1.987  0.00
C -4.899 1.868 -2.646  0.00
C -3.401 1.488 -2.534  0.00
O -3.426 0.249 -1.924  0.00
H -5.457 1.214 -3.316  0.00
H -5.012 2.839 -3.129  0.00
H -5.335 1.985 -1.653  0.00
H -2.880 2.237 -1.938  0.00
H -2.935 1.481 -3.519  0.00
H -2.824 0.308 -1.178  0.00
C 3.917 -3.197 1.415  0.00
C 2.373 -3.374 1.605  0.01
O 2.043 -3.350 3.020  0.00
H 4.196 -2.213 1.792  0.00
H 4.275 -3.281 0.389  0.00
H 4.435 -3.925 2.039  0.00
H 2.031 -4.292 1.126  0.01
H 1.861 -2.585 1.055  0.00
H 1.110 -3.569 3.069  0.00
C 1.551 1.061 5.097  0.00
C 1.742 -0.079 4.073  0.00
O 1.523 -1.266 4.788  0.00
H 1.885 2.047 4.775  0.00
H 2.040 0.880 6.055  0.00
H 0.486 1.179 5.298  0.00
H 2.739 -0.120 3.633  0.00
H 1.037 0.051 3.252  0.00
H 1.835 -1.975 4.221  0.00
C -4.425 -2.189 1.002  0.02
C -5.571 -1.633 0.122  0.02
O -6.746 -2.322 0.534  0.01
H -3.424 -1.773 0.891  0.00
H -4.365 -3.227 0.674  0.02
H -4.633 -2.086 2.067  0.00
H -5.455 -1.727 -0.958  0.01
H -5.780 -0.580 0.310  0.00
H -7.434 -2.062 -0.084  0.00
C 1.890 -2.498 -3.995  0.03
C 2.147 -3.387 -2.815  0.04
O 1.671 -2.759 -1.651  0.02
H 2.216 -2.927 -4.942  0.01
H 2.484 -1.590 -3.893  0.00
H 0.861 -2.156 -4.104  0.01
H 3.223 -3.544 -2.742  0.00
H 1.590 -4.322 -2.873  0.03
H 0.732 -2.951 -1.597  0.01